(1)
C3H3Cl2NO | the ωB97M-V functional and the def2-TZVPD basis

Cartesian coordinates (Å):
C 1.0930 0.7096 0.1215
C 0.4240 -0.6735 -0.1195
C -1.1088 -0.4676 -0.1107
N 0.3428 1.6977 0.3786
O -0.8900 1.6272 0.2171
Cl -2.0031 -0.5471 -1.5649
Cl -1.9506 -0.9911 1.2832
H 2.2382 0.9377 0.0758
H 1.0211 -1.0258 -1.0051
H 0.8335 -1.2672 0.7241

The total energy comes out at -1166.34744 Ha. The calculation puts the maximum force at 0.065 Eh/bohr. For the molar mass, the calculation gives 140.0 Da. The energy above the lowest of the compared OMol25 structures with the same formula, charge and spin comes out at 363.8 kJ/mol.

=====

(2)
C3H3Cl2OP | the ωB97M-V functional and the def2-TZVPD basis

Cartesian coordinates (Å):
C 0.1929 0.6566 -1.0373
C 0.5977 -0.0093 -0.1270
C -0.0649 1.4803 -2.2046
O -1.5914 -1.8768 2.4157
P -0.1714 -1.5815 2.2977
Cl 0.9581 -3.2570 2.2973
Cl 0.5007 -0.4644 3.8389
H -1.0526 1.2233 -2.5876
H -0.0510 2.5319 -1.9207
H 0.6819 1.2971 -2.9725

The total energy comes out at -1452.94881 Ha. The calculation puts the maximum force at 0.086 Eh/bohr. For the molar mass, the calculation gives 156.9 Da. The energy above the lowest of the compared OMol25 structures with the same formula, charge and spin comes out at 291.3 kJ/mol.

=====

(3)
C3H3ClF2 | the ωB97M-V functional and the def2-TZVPD basis

Cartesian coordinates (Å):
C 0.5235 -0.6207 0.1397
C 0.2471 0.8396 0.1185
C -0.8338 -0.1337 -0.2527
H 1.1468 -1.0008 -0.7136
H 0.1661 1.3634 1.0698
H -1.6716 -0.2926 0.4478
F 0.8072 1.5639 -0.8827
F -1.1711 -0.2328 -1.5593
Cl 0.7859 -1.4863 1.6325

As for the SMILES: F[C@@H]1[C@H](F)[C@H]1Cl. The total energy comes out at -775.98255 Ha. The calculation puts the maximum force at 0.034 Eh/bohr. For the molar mass, the calculation gives 112.5 Da. The energy above the lowest of the compared OMol25 structures with the same formula, charge and spin comes out at 96.0 kJ/mol.

=====

(4)
C3H3ClFN | the ωB97M-V functional and the def2-TZVPD basis

Cartesian coordinates (Å):
C 0.1962 0.9110 1.1659
C 0.0249 0.1940 -0.1277
C 1.2426 -0.5311 -0.2190
H -0.8404 1.2776 1.6237
H 0.9464 1.7125 0.9469
H 0.5240 0.4956 2.0365
N 2.4155 -0.8372 -0.0380
F -0.1107 1.1778 -1.0849
Cl -1.4897 -0.6864 0.0299

As for the SMILES: C[C@](F)(Cl)C#N. The total energy comes out at -730.85981 Ha. The calculation puts the maximum force at 0.180 Eh/bohr. For the molar mass, the calculation gives 107.5 Da. The energy above the lowest of the compared OMol25 structures with the same formula, charge and spin comes out at 142.2 kJ/mol.

=====

Question: Look up the maximum force of the second one.
Answer: 0.086 Eh/bohr

=====

What did the third record say?
C3H3ClF2 | the ωB97M-V functional and the def2-TZVPD basis

Cartesian coordinates (Å):
C 0.5235 -0.6207 0.1397
C 0.2471 0.8396 0.1185
C -0.8338 -0.1337 -0.2527
H 1.1468 -1.0008 -0.7136
H 0.1661 1.3634 1.0698
H -1.6716 -0.2926 0.4478
F 0.8072 1.5639 -0.8827
F -1.1711 -0.2328 -1.5593
Cl 0.7859 -1.4863 1.6325

As for the SMILES: F[C@@H]1[C@H](F)[C@H]1Cl. The total energy comes out at -775.98255 Ha. The calculation puts the maximum force at 0.034 Eh/bohr. For the molar mass, the calculation gives 112.5 Da. The energy above the lowest of the compared OMol25 structures with the same formula, charge and spin comes out at 96.0 kJ/mol.